1.
Below is C18H32AsBF10N6O3P2W as an isolated structure, with properties calculated with ωB97M-V with the def2-TZVPD basis set.

Values from the calculation:
multiplicity: 4
E: -5267.93812 Eh
net charge: +3
gap between HOMO and LUMO (alpha / beta): 8.33 / 3.82 eV
expectation value of S²: 3.78
molar mass: 902.0 u
lowest unoccupied orbital energy (alpha / beta): -0.3045 / -0.4754 Eh

The geometry in XYZ format:
```
74
Properties=species:S:1:pos:R:3:mulliken_charge:R:1
W -0.104 0.171 -0.092 2.964
C 1.400 3.119 2.892 -1.125
C 1.428 4.309 2.162 -0.544
C 1.132 4.282 0.824 -1.023
C 0.767 3.075 0.201 0.536
N 0.556 1.973 0.974 0.517
C 0.960 1.988 2.248 -0.187
C 0.759 2.869 -1.223 1.059
C 1.077 3.879 -2.141 -1.042
C 1.260 3.588 -3.471 -0.486
C 1.126 2.272 -3.900 -1.230
C 0.743 1.331 -2.968 0.039
N 0.539 1.594 -1.676 0.318
H 1.687 3.096 3.932 0.519
H 1.734 5.226 2.646 0.465
H 1.238 5.177 0.231 0.481
H 0.865 1.046 2.773 0.453
H 1.242 4.882 -1.777 0.393
H 1.551 4.356 -4.175 0.480
H 1.259 2.002 -4.936 0.480
H 0.567 0.312 -3.293 0.519
C -4.526 -1.755 2.691 -0.818
N -3.638 -0.875 1.951 1.001
C -4.188 -0.253 0.764 -0.823
P -2.224 -0.324 2.654 -0.637
O -1.371 0.554 1.838 -0.212
O -1.396 -1.657 3.082 0.023
P -0.155 -2.258 2.236 -0.898
O 0.443 -1.212 1.379 -0.190
N 0.947 -2.687 3.391 0.490
C 2.355 -2.735 2.998 -0.797
C 0.585 -3.442 4.581 -0.880
N -0.811 -3.567 1.452 0.972
C -0.324 -3.963 0.138 -0.397
C -1.474 -4.605 2.233 -0.801
N -2.578 0.368 4.111 0.362
C -2.979 -0.377 5.295 -0.862
C -3.052 1.755 4.065 -0.873
H -4.896 -2.542 2.030 0.367
H -5.407 -1.210 3.050 0.333
H -4.012 -2.208 3.536 0.268
H -4.255 -1.002 -0.038 0.400
H -3.550 0.560 0.427 0.118
H -5.205 0.107 0.944 0.411
H 2.527 -2.116 2.122 0.141
H 2.685 -3.757 2.790 0.335
H 2.965 -2.363 3.825 0.387
H -0.462 -3.274 4.825 0.186
H 1.204 -3.101 5.413 0.395
H 0.770 -4.515 4.461 0.338
H 0.124 -3.113 -0.367 -0.241
H -1.175 -4.312 -0.452 0.434
H 0.403 -4.779 0.211 0.384
H -1.964 -4.175 3.104 0.239
H -0.763 -5.373 2.560 0.303
H -2.218 -5.093 1.602 0.399
H -2.552 -1.377 5.286 0.160
H -4.068 -0.440 5.387 0.349
H -2.609 0.150 6.177 0.390
H -2.771 2.220 3.123 0.239
H -2.594 2.310 4.885 0.388
H -4.137 1.813 4.189 0.343
F 0.304 -1.136 -1.334 -0.456
As -1.994 -0.534 -2.429 1.267
F -2.054 -0.881 -4.125 -0.411
F -1.573 1.347 -0.414 -0.566
F -3.731 -0.691 -2.266 -0.399
F -1.619 -1.168 0.166 -0.489
F -1.862 -2.235 -2.121 -0.418
F 2.371 -2.289 -0.430 0.037
B 3.026 -1.912 -1.535 0.007
F 1.793 0.172 0.057 -0.697
F 2.645 -0.808 -2.142 -0.019
F 3.997 -2.650 -1.990 -0.171
```

2.
Below is a 3-piece molecular cluster, C3H14NO2S overall, with properties calculated with ωB97M-V with the def2-TZVPD basis set.

Values from the calculation:
multiplicity: 1
E: -725.88578 Eh
net charge: +1
gap between HOMO and LUMO: 9.71 eV
molar mass: 128.2 u
lowest unoccupied orbital energy: -0.1100 Eh
relative energy (zero: lowest compared OMol25 entry of this formula, charge and spin): 0.442 eV

The geometry in XYZ format:
```
21
Properties=species:S:1:pos:R:3:mulliken_charge:R:1
C -0.025 -1.781 -0.320 -0.525
C -0.975 -1.056 -1.315 -0.487
C -1.228 0.422 -1.094 -0.366
S 0.134 1.460 -1.680 -0.269
N 0.915 -0.901 0.473 -0.100
H -0.682 -2.259 0.388 0.359
H 0.623 -2.477 -0.834 0.344
H -1.926 -1.590 -1.256 0.356
H -0.649 -1.307 -2.327 0.323
H -1.270 0.655 -0.034 -0.022
H -2.138 0.665 -1.622 0.425
H -0.262 1.946 -2.864 0.157
H 0.386 -0.294 1.081 0.181
H 1.517 -1.495 1.039 0.393
H 1.462 -0.227 -0.053 0.304
H -1.894 1.183 2.587 0.290
H -0.539 1.064 3.111 0.274
O -1.032 0.836 2.307 -0.612
H 3.078 1.637 1.344 0.294
H 2.062 2.176 0.384 0.307
O 2.442 1.341 0.684 -0.627
```